Computed, not measured: a 11-piece molecular cluster, C11H44N18O11 overall at a distorted geometry, with ωB97M-V with the def2-TZVPD basis set.

Last columns: bonded neighbours and bond lengths (Å).
Atoms and positions in Å:
1 N 7.44 18.06 10.25  C2 1.341, H5 1.010, H6 1.010
2 C 8.45 18.43 9.45  N1 1.341, N3 1.325, O4 1.198
3 N 9.27 17.39 9.46  C2 1.325, H7 1.010, H8 1.010
4 O 8.52 19.41 8.78  C2 1.198
5 H 6.54 18.50 10.09  N1 1.010
6 H 7.49 17.05 10.34  N1 1.010
7 H 9.04 16.56 9.98  N3 1.010
8 H 9.91 17.51 8.68  N3 1.010
9 N 8.43 12.36 13.71  C10 1.331, H13 1.010, H14 1.010
10 C 7.82 11.33 14.29  N9 1.331, N11 1.280, O12 1.219
11 N 7.28 10.56 13.42  C10 1.280, H15 1.010, H16 1.010
12 O 7.68 11.19 15.49  C10 1.219
13 H 8.47 12.33 12.70  N9 1.010
14 H 8.62 13.17 14.29  N9 1.010
15 H 6.76 9.78 13.80  N11 1.010
16 H 7.37 10.66 12.42  N11 1.010
17 N 6.38 14.54 10.73  C18 1.272, H21 1.010, H22 1.010
18 C 7.10 14.98 11.68  N17 1.272, N19 1.293, O20 1.230
19 N 6.47 15.00 12.81  C18 1.293, H23 1.010, H24 1.010
20 O 8.22 15.42 11.43  C18 1.230
21 H 5.39 14.68 10.87  N17 1.010
22 H 6.68 14.44 9.77  N17 1.010
23 H 6.97 15.36 13.61  N19 1.010
24 H 5.51 14.68 12.88  N19 1.010
25 N 13.37 9.80 6.74  C26 1.300, H29 1.010, H30 1.010
26 C 14.59 10.23 6.67  N25 1.300, N27 1.294, O28 1.229
27 N 15.22 9.87 7.75  C26 1.294, H31 1.010, H32 1.010
28 O 15.12 10.67 5.66  C26 1.229
29 H 12.88 9.92 5.86  N25 1.010
30 H 12.86 9.65 7.60  N25 1.010
31 H 16.18 10.17 7.84  N27 1.010
32 H 14.67 9.42 8.47  N27 1.010
33 N 7.31 15.70 6.15  C34 1.320, H37 1.010, H38 1.010
34 C 7.63 14.90 7.15  N33 1.320, N35 1.307, O36 1.200
35 N 8.92 14.86 7.33  C34 1.307, H39 1.010, H40 1.010
36 O 6.78 14.49 7.90  C34 1.200
37 H 8.08 16.10 5.63  N33 1.010
38 H 6.33 15.71 5.94  N33 1.010
39 H 9.27 14.49 8.21  N35 1.010
40 H 9.54 15.17 6.60  N35 1.010
41 N 11.29 7.26 9.24  C42 1.301, H45 1.010, H46 1.010
42 C 11.32 8.51 9.63  N41 1.301, N43 1.272, O44 1.233
43 N 10.93 8.53 10.84  C42 1.272, H47 1.010, H48 1.010
44 O 11.47 9.52 8.95  C42 1.233
45 H 11.64 6.96 8.34  N41 1.010
46 H 11.18 6.47 9.86  N41 1.010
47 H 11.19 7.81 11.50  N43 1.010
48 H 10.92 9.50 11.10  N43 1.010
49 N 9.11 17.07 13.35  C50 1.346, H53 1.010, H54 1.010
50 C 9.07 16.39 14.51  N49 1.346, N51 1.278, O52 1.195
51 N 9.49 17.12 15.47  C50 1.278, H55 1.010, H56 1.010
52 O 8.68 15.27 14.66  C50 1.195
53 H 8.75 16.54 12.56  N49 1.010
54 H 9.69 17.88 13.20  N49 1.010
55 H 9.53 16.71 16.40  N51 1.010
56 H 9.70 18.10 15.38  N51 1.010
57 N 10.37 14.24 9.97  C58 1.312, H61 1.010, H62 1.010
58 C 10.23 12.95 10.11  N57 1.312, N59 1.301, O60 1.220
59 N 11.06 12.36 9.30  C58 1.301, H63 1.010, H64 1.010
60 O 9.36 12.39 10.76  C58 1.220
61 H 9.79 14.92 10.44  N57 1.010
62 H 11.13 14.63 9.43  N57 1.010
63 H 11.00 11.35 9.20  N59 1.010
64 H 11.78 12.89 8.84  N59 1.010
65 N 12.54 16.72 6.05  C66 1.305, H69 1.010, H70 1.010
66 C 12.58 16.97 7.33  N65 1.305, N67 1.342, O68 1.231
67 N 13.79 17.49 7.55  C66 1.342, H71 1.010, H72 1.010
68 O 11.79 16.58 8.18  C66 1.231
69 H 13.12 17.31 5.47  N65 1.010
70 H 11.68 16.28 5.75  N65 1.010
71 H 13.96 17.84 8.48  N67 1.010
72 H 14.59 17.49 6.92  N67 1.010
73 C 14.99 13.90 8.03  O74 1.392, H75 1.090, H76 1.090, H77 1.090
74 O 13.65 14.10 8.36  C73 1.392, H78 0.960
75 H 15.22 13.81 6.97  C73 1.090
76 H 15.55 14.64 8.59  C73 1.090
77 H 15.47 13.03 8.48  C73 1.090
78 H 13.53 15.04 8.19  O74 0.960
79 C 6.59 11.30 9.51  O80 1.419, H81 1.090, H82 1.090, H83 1.090
80 O 7.81 10.59 9.54  C79 1.419, H84 0.960
81 H 6.45 11.80 10.47  C79 1.090
82 H 6.61 12.13 8.79  C79 1.090
83 H 5.75 10.68 9.20  C79 1.090
84 H 8.49 11.23 9.76  O80 0.960

Results
Energy relative to the best compared isomer or geometry (same formula, charge and spin) in kJ/mol: 277.25
Calculated total energy in eV: -61470.6534
Strongest force on any atom in eV/Å: 6.17
Multiplicity: 1